Record 1
This record from the OMol25 dataset describes C13H27CsN3OSSe2Si2 as an isolated structure at a distorted geometry. The level of theory is wB97M-V/def2-TZVPD.

The geometry in XYZ format:
```
50
C13H27CsN3OSSe2Si2 (wB97M-V/def2-TZVPD)
Cs 0.591 -0.752 -0.567
C -3.348 -3.301 -4.128
Si -2.586 -2.452 -2.516
C -0.911 -3.451 -2.156
C -3.784 -3.013 -1.131
H -3.350 -4.414 -4.052
H -2.805 -2.922 -4.995
H -4.364 -2.929 -4.137
H -0.922 -4.519 -2.477
H -0.802 -3.486 -1.076
H -0.020 -3.003 -2.624
H -4.021 -4.132 -1.011
H -4.820 -2.579 -1.309
H -3.440 -2.566 -0.160
Se 0.740 5.376 -2.368
N -0.992 5.386 -2.720
C -1.370 4.156 -2.697
C -2.734 3.711 -2.858
C -2.963 2.396 -2.822
C -1.831 1.440 -2.597
N -0.591 1.818 -2.445
C -0.327 3.151 -2.528
N 0.859 3.644 -2.266
H -3.517 4.431 -3.045
H -3.924 1.979 -2.944
H -2.140 0.404 -2.551
C 1.108 -1.609 5.755
Si 0.159 -0.036 5.228
C -1.607 -0.423 5.619
C 0.713 1.346 6.309
Se 0.599 0.558 3.085
H 0.789 -1.866 6.755
H 2.190 -1.500 5.819
H 0.868 -2.470 5.159
H -1.620 -0.989 6.572
H -2.053 -1.076 4.778
H -2.158 0.487 5.772
H 0.412 1.093 7.344
H 0.280 2.287 5.991
H 1.796 1.370 6.316
C 4.954 2.209 -1.863
S 4.300 0.538 -1.928
C 5.553 -0.379 -1.012
O 4.488 0.147 -3.333
H 5.209 2.559 -0.866
H 4.177 2.888 -2.266
H 5.864 2.289 -2.471
H 5.542 -0.147 0.062
H 6.453 -0.201 -1.516
H 5.354 -1.449 -1.127
```

As for the LUMO energy: 1.0 eV. The HOMO energy comes out at -2.9 eV. The value obtained for the total energy is -178268.0971 eV. As for the total charge: -1. For the HOMO-LUMO gap, the calculation gives 3.92 eV.

Record 2
This record from the OMol25 dataset describes a 3-piece molecular cluster, C13H27IN2OP2 overall at a distorted geometry. The level of theory is wB97M-V/def2-TZVPD.

The geometry in XYZ format:
```
46
C13H27IN2OP2 (wB97M-V/def2-TZVPD)
C 5.108 -2.220 0.591
C 4.308 -1.065 1.248
O 3.652 -1.539 2.410
C 3.359 -0.391 0.212
P 1.696 0.196 0.775
I 2.111 1.600 2.826
P 0.619 -1.549 1.480
C -1.190 -1.290 1.269
C 1.180 -3.144 0.716
H 5.094 -3.113 1.217
H 6.152 -1.929 0.458
H 4.712 -2.489 -0.391
H 5.013 -0.309 1.596
H 3.361 -2.448 2.287
H 3.903 0.467 -0.197
H 3.167 -1.047 -0.645
H -1.681 -2.206 1.601
H -1.487 -1.018 0.254
H -1.477 -0.482 1.943
H 1.201 -3.893 1.508
H 2.223 -3.014 0.415
H 0.597 -3.476 -0.142
C 1.272 1.078 -4.900
C 0.090 1.999 -4.621
C 0.329 2.931 -3.427
C 0.553 2.159 -2.203
N 0.728 1.549 -1.246
H 1.463 0.409 -4.059
H 1.072 0.455 -5.772
H 2.180 1.651 -5.095
H -0.801 1.396 -4.441
H -0.108 2.607 -5.506
H -0.533 3.580 -3.273
H 1.200 3.564 -3.605
C -4.159 2.025 1.903
C -5.316 1.428 2.697
C -5.230 -0.098 2.816
C -5.265 -0.727 1.494
N -5.286 -1.215 0.457
H -4.155 1.665 0.873
H -4.242 3.112 1.868
H -3.199 1.775 2.358
H -6.259 1.705 2.223
H -5.324 1.859 3.700
H -6.066 -0.481 3.403
H -4.305 -0.389 3.317
```

As for the LUMO energy: 0.5 eV. The HOMO energy comes out at -6.4 eV. The value obtained for the total energy is -45623.2620 eV. Its SMILES is C[C@H](O)CP(I)#P(C)C.CCCC#N.CCCC#N. For the HOMO-LUMO gap, the calculation gives 6.93 eV.

Record 3
This record from the OMol25 dataset describes a 2-piece molecular cluster, C13H28BCl3FN2O5S overall at a distorted geometry. The level of theory is wB97M-V/def2-TZVPD.

The geometry in XYZ format:
```
54
C13H28BCl3FN2O5S (wB97M-V/def2-TZVPD)
C 4.040 -1.945 0.962
C 3.510 -2.298 -0.427
C 3.938 -1.340 -1.553
C 4.145 0.122 -1.155
N 2.968 0.724 -0.539
B 1.598 0.643 -1.124
S 1.631 0.919 -3.122
O 2.713 1.778 -3.537
O 1.361 -0.253 -3.919
F 0.306 1.846 -3.386
O 0.790 1.755 -0.594
C -0.502 1.210 -0.431
C -1.385 2.057 0.468
C -2.325 2.944 -0.346
C -3.460 2.160 -1.030
C -3.565 2.411 -2.526
N -4.214 3.701 -2.820
C -0.206 -0.219 -0.018
O 0.251 -0.281 1.333
C -0.546 -1.039 2.212
C -0.061 -2.478 2.304
O 0.806 -0.573 -0.893
H 3.628 -2.631 1.708
H 5.129 -2.057 1.005
H 3.780 -0.922 1.231
H 2.426 -2.383 -0.400
H 3.891 -3.294 -0.683
H 4.898 -1.690 -1.953
H 3.232 -1.413 -2.384
H 4.490 0.680 -2.035
H 4.974 0.146 -0.436
H 3.135 1.706 -0.351
H -0.964 1.115 -1.430
H -1.962 1.419 1.147
H -0.735 2.689 1.076
H -2.717 3.753 0.278
H -1.717 3.424 -1.121
H -4.425 2.392 -0.566
H -3.285 1.089 -0.889
H -4.150 1.607 -2.982
H -2.564 2.369 -2.967
H -4.277 4.258 -1.976
H -3.674 4.238 -3.486
H -1.067 -0.896 -0.117
H -0.482 -0.559 3.193
H -1.601 -1.009 1.907
H -0.234 -3.012 1.367
H -0.557 -3.004 3.123
H 1.013 -2.474 2.492
C -3.690 -3.432 5.109
Cl -3.762 -5.164 5.450
Cl -2.365 -2.673 5.992
Cl -3.550 -3.131 3.383
H -4.616 -2.990 5.454
```

As for the LUMO energy: 2.0 eV. The HOMO energy comes out at -5.1 eV. The value obtained for the total energy is -78954.1587 eV. As for the total charge: -1. For the HOMO-LUMO gap, the calculation gives 7.08 eV.

Record 4
This record from the OMol25 dataset describes C13H28BINO8S2 as an isolated structure. The level of theory is wB97M-V/def2-TZVPD.

The geometry in XYZ format:
```
54
C13H28BINO8S2 (wB97M-V/def2-TZVPD)
C -2.643 1.601 -0.350
B -1.552 0.626 -0.863
O -1.442 -0.675 -0.479
S -0.258 1.228 -2.129
O -0.635 2.541 -2.613
O -0.042 0.189 -3.118
N 1.098 1.246 -1.228
S 1.154 2.005 0.129
O 0.647 1.202 1.227
O 0.776 3.394 0.132
I 3.614 2.011 0.468
H -2.131 2.327 0.293
H -3.393 1.079 0.245
H -3.111 2.172 -1.155
H -0.591 -0.916 -0.100
C -3.056 0.320 4.821
C -2.463 -1.060 4.539
C -2.558 -1.125 3.017
O -2.418 0.211 2.556
C -2.515 1.124 3.643
H -2.758 0.734 5.784
H -4.147 0.277 4.786
H -1.418 -1.090 4.853
H -2.995 -1.875 5.029
H -3.529 -1.522 2.698
H -1.775 -1.735 2.563
H -1.522 1.531 3.861
H -3.166 1.948 3.346
C -4.922 -3.167 -3.855
C -3.791 -2.904 -2.863
C -3.959 -1.415 -2.594
O -5.365 -1.149 -2.714
C -6.020 -2.265 -3.304
H -5.226 -4.212 -3.909
H -4.628 -2.840 -4.855
H -3.946 -3.477 -1.946
H -2.802 -3.139 -3.252
H -3.409 -0.820 -3.329
H -3.632 -1.133 -1.596
H -6.609 -2.790 -2.542
H -6.706 -1.903 -4.074
C 8.023 0.319 0.710
C 8.599 0.399 -0.702
C 7.716 1.475 -1.325
O 7.371 2.365 -0.266
C 7.699 1.782 0.993
H 8.708 -0.108 1.442
H 7.105 -0.272 0.708
H 9.640 0.729 -0.671
H 8.552 -0.545 -1.245
H 6.801 1.043 -1.744
H 8.219 2.046 -2.107
H 8.561 2.307 1.421
H 6.849 1.907 1.666
```

As for the LUMO energy: 2.6 eV. The HOMO energy comes out at -5.8 eV. The value obtained for the total energy is -62254.0753 eV. As for the total charge: -1. For the HOMO-LUMO gap, the calculation gives 8.42 eV.

Record 5
This record from the OMol25 dataset describes a 3-piece molecular cluster, C13H28ClN2O10PS3 overall at a distorted geometry. The level of theory is wB97M-V/def2-TZVPD.

The geometry in XYZ format:
```
58
C13H28ClN2O10PS3 (wB97M-V/def2-TZVPD)
C 5.273 0.073 -0.365
C 4.500 -0.385 -1.579
O 4.092 -1.502 -1.693
N 4.413 0.530 -2.691
C 4.337 -0.204 -3.971
C 3.450 1.653 -2.579
P 4.335 3.166 -3.293
O 5.835 3.007 -2.706
O 3.851 4.412 -2.416
S 4.154 3.383 -5.184
C 2.072 1.451 -3.308
C 1.022 1.625 -2.201
Cl -0.541 2.236 -2.701
C 1.761 2.439 -1.160
O 1.396 3.315 -0.443
N 3.056 1.932 -1.206
H 5.511 -0.805 0.241
H 4.692 0.764 0.252
H 6.193 0.581 -0.676
H 5.312 -0.663 -4.172
H 3.580 -0.994 -3.958
H 4.125 0.510 -4.774
H 6.357 2.400 -3.254
H 4.285 4.499 -1.554
H 1.957 0.461 -3.751
H 1.948 2.191 -4.104
H 0.871 0.660 -1.699
H 3.718 2.366 -0.575
C -0.557 -1.619 2.934
C -1.570 -0.593 2.483
O -1.079 0.773 2.614
S -0.073 1.293 1.510
C -0.187 3.005 1.870
O -0.622 1.017 0.212
O 1.253 0.825 1.792
H 0.305 -1.655 2.270
H -1.035 -2.600 2.942
H -0.200 -1.390 3.939
H -1.883 -0.753 1.452
H -2.461 -0.615 3.104
H -1.205 3.331 1.673
H 0.512 3.502 1.202
H 0.086 3.155 2.912
C -6.787 -3.793 0.106
C -6.794 -2.523 0.924
O -6.776 -2.782 2.356
S -5.387 -3.181 3.002
C -5.829 -2.919 4.682
O -4.399 -2.224 2.593
O -5.125 -4.571 2.788
H -5.841 -4.324 0.199
H -6.943 -3.540 -0.943
H -7.585 -4.461 0.429
H -5.954 -1.873 0.681
H -7.712 -1.958 0.779
H -6.051 -1.865 4.826
H -4.968 -3.219 5.276
H -6.688 -3.542 4.914
```

As for the LUMO energy: 0.3 eV. The HOMO energy comes out at -9.1 eV. The value obtained for the total energy is -91709.1456 eV. Its SMILES is CC(=O)N(C)[C@@]1(P(O)(O)=S)C[C@H](Cl)C(=O)N1.CCOS(C)(=O)=O.CCOS(C)(=O)=O. For the HOMO-LUMO gap, the calculation gives 9.42 eV.

Record 6
This record from the OMol25 dataset describes C13H28F6NNaO17S6 as an isolated structure at a distorted geometry. The level of theory is wB97M-V/def2-TZVPD.

The geometry in XYZ format:
```
72
C13H28F6NNaO17S6 (wB97M-V/def2-TZVPD)
Na 33.856 -2.010 24.724
C 36.830 -4.085 24.506
F 36.084 -3.712 25.572
F 38.119 -4.004 24.834
F 36.530 -5.352 24.210
S 36.490 -2.966 23.101
O 36.791 -1.665 23.629
O 37.239 -3.495 22.020
N 34.885 -3.164 22.998
S 34.499 -3.273 21.424
O 35.014 -2.245 20.571
O 34.580 -4.623 20.953
C 32.695 -2.911 21.471
F 32.049 -3.766 22.275
F 32.429 -1.668 21.856
F 32.233 -3.087 20.236
O 36.229 1.455 23.445
S 34.994 1.116 22.831
O 34.228 0.034 23.320
O 34.056 2.379 22.872
C 34.394 3.495 23.755
C 33.086 4.111 24.188
C 35.198 0.900 21.096
H 34.977 4.197 23.157
H 35.015 3.111 24.558
H 32.452 3.365 24.667
H 32.553 4.511 23.326
H 33.278 4.938 24.872
H 36.046 0.230 20.975
H 35.447 1.864 20.658
H 34.272 0.495 20.703
O 36.322 -1.310 28.588
S 36.062 -0.607 27.384
O 35.008 -1.060 26.536
O 35.808 0.910 27.723
C 34.650 1.211 28.528
C 33.356 1.250 27.736
C 37.518 -0.400 26.446
H 34.850 2.183 28.973
H 34.559 0.508 29.360
H 33.490 1.757 26.780
H 32.586 1.766 28.311
H 32.995 0.246 27.518
H 37.820 -1.394 26.129
H 38.254 0.118 27.052
H 37.277 0.223 25.584
O 32.137 -3.474 25.265
S 31.208 -4.553 25.288
O 29.897 -4.390 24.766
O 31.810 -5.815 24.592
C 33.245 -5.932 24.366
C 33.649 -7.383 24.543
C 31.065 -5.100 26.942
H 33.816 -5.310 25.049
H 33.437 -5.647 23.337
H 32.806 -8.060 24.401
H 34.009 -7.616 25.550
H 34.454 -7.634 23.854
H 30.421 -4.406 27.478
H 32.044 -5.041 27.418
H 30.701 -6.121 26.982
C 28.134 -1.371 25.558
C 28.806 -1.469 26.954
O 30.174 -1.094 26.772
S 30.343 -0.196 25.474
O 31.527 -0.577 24.820
O 30.114 1.162 25.786
O 29.121 -0.810 24.684
H 27.260 -0.727 25.597
H 27.899 -2.357 25.170
H 28.756 -2.478 27.355
H 28.364 -0.786 27.679
```

As for the LUMO energy: -0.1 eV. The HOMO energy comes out at -9.7 eV. The value obtained for the total energy is -135965.1985 eV. For the HOMO-LUMO gap, the calculation gives 9.59 eV.

Record 7
This record from the OMol25 dataset describes a 4-piece molecular cluster, C13H28N2O10S6 overall at a distorted geometry. The level of theory is wB97M-V/def2-TZVPD.

The geometry in XYZ format:
```
59
C13H28N2O10S6 (wB97M-V/def2-TZVPD)
C 5.240 0.199 -1.612
S 5.445 1.758 -2.587
O 4.819 1.679 -3.973
O 6.932 1.984 -2.787
C 4.701 3.248 -1.765
O 5.655 4.164 -1.150
S 5.218 4.130 0.484
O 5.789 5.307 1.196
O 5.708 2.774 0.927
O 3.573 4.105 0.197
C 3.437 2.989 -0.773
C 2.015 3.324 -1.434
C 1.408 2.153 -2.345
S 1.478 0.472 -1.487
C -0.248 -0.144 -1.662
N -1.230 -0.483 -0.687
N -2.309 -0.826 -1.477
C -1.996 -0.716 -2.868
O -0.659 -0.265 -3.022
H 4.820 0.375 -0.561
H 4.585 -0.549 -2.192
H 6.290 -0.277 -1.557
H 4.260 3.882 -2.625
H 3.463 2.067 -0.103
H 2.082 4.286 -2.047
H 1.277 3.523 -0.582
H 1.895 2.095 -3.377
H 0.296 2.414 -2.510
H -2.644 -0.911 -3.780
C -3.984 2.318 2.803
S -2.773 1.367 1.860
O -2.760 1.914 0.468
C -3.724 -0.167 1.832
H -3.614 3.338 2.913
H -4.939 2.334 2.274
H -4.110 1.871 3.791
H -4.694 0.005 1.365
H -3.857 -0.531 2.851
H -3.170 -0.906 1.254
C -7.439 -3.613 3.392
S -6.600 -3.135 1.866
O -5.621 -2.059 2.212
C -8.033 -2.340 1.109
H -6.715 -4.101 4.046
H -7.839 -2.728 3.891
H -8.245 -4.311 3.161
H -8.395 -1.535 1.751
H -8.819 -3.080 0.953
H -7.729 -1.927 0.146
C 4.440 -3.934 -0.088
S 2.922 -3.202 -0.736
O 3.130 -1.721 -0.799
C 1.913 -3.544 0.721
H 5.231 -3.801 -0.826
H 4.725 -3.439 0.843
H 4.284 -5.000 0.086
H 2.356 -3.073 1.600
H 1.841 -4.623 0.868
H 0.916 -3.134 0.554
```

As for the LUMO energy: 0.3 eV. The HOMO energy comes out at -8.3 eV. The value obtained for the total energy is -102392.4730 eV. For the HOMO-LUMO gap, the calculation gives 8.66 eV.

Record 8
This record from the OMol25 dataset describes one molecule with the formula C13H28N2O3. The level of theory is wB97M-V/def2-TZVPD.

The geometry in XYZ format:
```
46
C13H28N2O3 (wB97M-V/def2-TZVPD)
C 0.088 6.046 1.585
C 0.433 5.293 0.305
C 0.205 3.791 0.453
C 0.555 3.039 -0.830
C 0.286 1.527 -0.739
C 1.336 0.797 0.104
C 0.805 -0.524 0.678
O -0.371 -0.304 1.439
C 0.480 -1.557 -0.415
O 0.603 -2.885 0.014
C -0.428 -3.321 0.879
C -0.234 -4.810 1.164
C -1.200 -5.270 2.252
C -0.422 -5.623 -0.113
C 0.303 0.983 -2.159
O 1.313 0.672 -2.759
N -0.914 0.917 -2.747
N -1.088 0.368 -4.035
H -0.955 5.890 1.850
H 0.254 7.113 1.457
H 0.706 5.699 2.411
H -0.180 5.673 -0.515
H 1.479 5.475 0.048
H -0.843 3.609 0.704
H 0.813 3.423 1.282
H -0.041 3.453 -1.647
H 1.606 3.194 -1.079
H -0.703 1.367 -0.298
H 1.645 1.433 0.937
H 2.213 0.600 -0.515
H 1.585 -0.965 1.320
H -0.178 0.350 2.120
H 1.195 -1.452 -1.233
H -0.537 -1.366 -0.789
H -1.406 -3.148 0.404
H -0.406 -2.750 1.817
H 0.794 -4.944 1.514
H -1.059 -6.328 2.459
H -1.040 -4.714 3.173
H -2.229 -5.117 1.933
H -1.449 -5.542 -0.466
H 0.243 -5.249 -0.886
H -0.199 -6.673 0.065
H -1.770 1.056 -2.232
H -0.939 1.096 -4.736
H -0.349 -0.323 -4.172
```

As for the LUMO energy: 0.7 eV. The HOMO energy comes out at -9.5 eV. The value obtained for the total energy is -23057.7822 eV. Its SMILES is CCCC[C@H](C[C@@H](O)COCC(C)C)C(=O)NN. For the HOMO-LUMO gap, the calculation gives 10.18 eV.